No. 1
C4H7N3S | ωB97M-V/def2-TZVPD

The geometry in XYZ format:
```
15
Properties=species:S:1:pos:R:3
N 0.5107 -0.0051 -1.9936
C -0.7604 -0.5677 -1.5128
C -0.6394 -1.1257 -0.0911
C -0.1541 -0.0698 0.8517
N -0.8918 0.9658 1.2131
N -0.1896 1.8435 2.0425
C 1.0512 1.4419 2.2509
S 1.4880 -0.0479 1.4816
H 1.2455 -0.6498 -2.0318
H 0.7490 0.8438 -1.4953
H -1.0392 -1.3983 -2.1555
H -1.5408 0.1807 -1.5604
H -1.6226 -1.5170 0.1988
H 0.0855 -1.9462 -0.0524
H 1.7080 2.0517 2.8543
```

Summary:
2S+1: 1
HOMO energy (eV): -9.365
SMILES: NCCc1nncs1
Energy relative to the best compared isomer or geometry (same formula, charge and spin) (kJ/mol): 154.52
E_tot (eV): -19566.176

No. 2
C23H44BF2N7O7P2 | ωB97M-V/def2-TZVPD

The geometry in XYZ format:
```
86
Properties=species:S:1:pos:R:3
O 3.6203 -7.0208 3.4712
C 3.4716 -7.0258 2.3012
F 2.7791 -7.9913 1.7062
C 4.0469 -5.9126 1.4360
C 3.8678 -4.6059 2.1968
C 4.9319 -3.9008 2.7491
C 4.6858 -2.7334 3.4597
C 3.3981 -2.2620 3.6238
F 3.1693 -1.1531 4.3410
C 2.3384 -2.9315 3.0507
C 2.5864 -4.0984 2.3430
C 1.2546 -4.6116 1.8288
O 1.0856 -5.5339 1.0802
N 0.3095 -3.7456 2.3699
C -0.7816 -4.5483 3.0162
B -0.2768 -5.3578 4.2735
O -1.1798 -6.1991 4.9073
O 1.0117 -5.2873 4.7506
C 0.8410 -2.6594 3.0598
O 0.2729 -1.7329 3.5509
H 5.1062 -6.0988 1.2600
H 3.5285 -5.8432 0.4823
H 5.9360 -4.2786 2.6137
H 5.5328 -2.2260 3.9027
H -1.6303 -3.9368 3.3275
H -1.1660 -5.2604 2.2861
H -0.8087 -7.0859 4.9682
H 0.9691 -5.3015 5.7142
C -4.4603 0.7459 1.4566
N -3.3092 -0.1158 1.5897
C -2.2842 0.4893 2.4389
P -2.7379 -1.2984 0.4704
O -2.2336 -2.3162 1.4596
N -4.0261 -2.2926 -0.1989
C -5.4252 -2.0592 0.1224
C -3.7935 -3.7315 -0.0569
N -2.7584 -0.3077 -0.9094
C -1.6860 0.6906 -0.9726
C -3.8092 -0.0913 -1.8777
H -4.2700 1.6371 0.8365
H -4.7646 1.0969 2.4450
H -5.3303 0.2316 1.0604
H -1.6519 1.1958 1.8837
H -1.6379 -0.2762 2.8693
H -2.7341 1.0275 3.2749
H -5.6198 -2.0953 1.2037
H -6.0484 -2.8167 -0.3584
H -5.7962 -1.1147 -0.2755
H -4.0220 -4.0958 0.9517
H -2.7610 -3.9872 -0.2859
H -4.4207 -4.2771 -0.7669
H -1.9995 1.6481 -0.5423
H -1.3610 0.8684 -1.9983
H -0.8064 0.3462 -0.4243
H -4.6461 0.4738 -1.4569
H -4.1719 -1.0256 -2.3016
H -3.4279 0.4942 -2.7173
C 0.6125 6.1446 -4.8272
N 0.1159 5.5769 -3.5949
C -1.0984 6.2532 -3.1476
P 1.0174 4.7796 -2.3549
O -0.0178 3.7616 -1.9539
N 2.1939 3.6384 -2.9848
C 2.4137 3.4678 -4.4131
C 2.0784 2.2953 -2.4109
N 2.2279 5.9630 -2.1832
C 1.8097 7.1847 -1.4925
C 3.5045 6.0830 -2.8522
H 1.0481 7.1492 -4.7017
H -0.2090 6.2339 -5.5411
H 1.3447 5.5121 -5.3185
H -0.8797 7.1769 -2.5944
H -1.6842 5.6020 -2.4972
H -1.7383 6.5127 -3.9924
H 1.4937 3.1979 -4.9503
H 3.1485 2.6783 -4.5840
H 2.8537 4.3491 -4.8795
H 1.2623 1.7169 -2.8589
H 1.9150 2.3399 -1.3363
H 3.0110 1.7476 -2.5677
H 1.4629 7.9508 -2.1969
H 2.6244 7.6053 -0.9013
H 0.9961 6.9747 -0.7952
H 3.3926 6.3468 -3.9078
H 4.0992 5.1768 -2.7601
H 4.0938 6.8793 -2.3921
```

Summary:
2S+1: 1
HOMO energy (eV): -7.778
SMILES: O=C(F)Cc1ccc(F)c2c1C(=O)N(CB(O)O)C2=O.CN(C)P(=O)(N(C)C)N(C)C.CN(C)P(=O)(N(C)C)N(C)C
E_tot (eV): -74017.608

> Which value of E_tot does entry 1 give?

-19566.176 eV